Record 1
2 unconnected molecules or ions with the total composition C5H10O in a non-equilibrium geometry, computed with the ωB97M-V functional and the def2-TZVPD basis.

```
! RIJCOSX wB97M-V def2-TZVPD def2/J DEFGRID3
* xyz 0 1
C -1.19509 0.37670 -0.86372
C -0.27849 -0.43896 0.02999
C -0.54168 -1.85631 0.23527
O 0.53056 -1.57227 -0.60959
C 1.02536 0.03771 0.52898
C 1.67586 1.00212 -0.10632
H -0.98620 1.45093 -0.85087
H -2.26468 0.24411 -0.64756
H -0.99899 0.00026 -1.86601
H -0.59837 1.35133 1.44407
H -1.33704 -2.26533 -0.38003
H -0.35574 -2.34864 1.18663
H 1.40803 -0.47821 1.40256
H 1.29410 1.42154 -1.03659
H 2.59092 1.38721 0.30991
H 0.03144 1.68780 1.22329
*
```

## Properties
HOMO level   -8.59 eV
Energy relative to the best compared isomer or geometry (same formula, charge and spin)   444.0 kJ/mol
Frontier orbital gap   9.67 eV

Record 2
2 unconnected molecules or ions with the total composition C5H10O, computed with the ωB97M-V functional and the def2-TZVPD basis.

```
! RIJCOSX wB97M-V def2-TZVPD def2/J DEFGRID3
* xyz 0 1
O 2.38672 -0.42402 0.60301
C 1.10492 0.05799 0.62020
C 0.33624 0.15403 -0.57242
C -0.80264 -0.66063 0.00153
C -1.79843 0.47915 -0.05528
C -0.62191 1.37130 -0.48962
H 2.85401 0.06539 1.29612
H 1.15784 -2.39565 -0.28049
H 0.75432 0.40752 1.57954
H 0.84506 -0.09339 -1.50677
H -0.83847 -1.57147 0.57713
H 0.50741 -2.50983 -0.62359
H -2.55498 0.36010 -0.84946
H -2.32591 0.79180 0.85272
H -0.30147 2.06993 0.28625
H -0.70271 1.89778 -1.43887
*
```

## Properties
HOMO level (alpha / beta)   -7.04 / -6.77 eV
Energy relative to the best compared isomer or geometry (same formula, charge and spin)   543.9 kJ/mol
Frontier orbital gap (alpha / beta)   7.77 / 7.51 eV

Record 3
A single C5H10O molecule in a non-equilibrium geometry, computed with the ωB97M-V functional and the def2-TZVPD basis.

```
! RIJCOSX wB97M-V def2-TZVPD def2/J DEFGRID3
* xyz 0 1
C -0.52546 -0.03330 1.94567
C -0.01864 0.04824 0.52050
C -0.88060 -0.27711 -0.68619
C 0.24287 -0.53206 -1.74908
O 1.49781 -0.24284 -1.10746
C 1.00525 0.98370 -0.00627
H -0.89441 -1.05461 2.11176
H 0.29241 0.13362 2.65896
H -1.33781 0.65483 2.19330
H 0.80841 -0.69622 0.32552
H -1.49753 -1.15695 -0.48227
H -1.54725 0.53014 -1.01814
H 0.14614 0.12638 -2.61970
H 0.17805 -1.56769 -2.13110
H 1.74103 1.30896 0.75963
H 0.78973 1.77491 -0.71514
*
```

## Properties
HOMO level   -9.20 eV
Energy relative to the best compared isomer or geometry (same formula, charge and spin)   273.5 kJ/mol
Frontier orbital gap   10.14 eV

Record 4
A single C5H10O molecule in a non-equilibrium geometry, computed with the ωB97M-V functional and the def2-TZVPD basis.

```
! RIJCOSX wB97M-V def2-TZVPD def2/J DEFGRID3
* xyz 0 1
C 1.11064 -2.06182 -1.25833
C 0.05562 -1.31599 -0.36462
C -0.07836 0.79951 0.78258
C -1.35877 1.47714 0.66876
C -0.09552 2.25360 0.55830
H 2.09708 -2.22366 -0.64103
H 0.75959 -3.08640 -1.60441
H 1.42636 -1.35485 -2.16637
H -0.98578 -1.34509 -0.76000
H -0.08671 -1.77784 0.72549
H 0.36407 0.31199 1.67747
H -1.96907 1.66280 1.66439
H -2.01107 1.11232 -0.19782
H 0.29228 2.70307 -0.29926
H 0.08864 2.76067 1.50179
O 0.39100 0.08456 -0.28693
*
```

## Properties
HOMO level   -9.36 eV
Energy relative to the best compared isomer or geometry (same formula, charge and spin)   250.8 kJ/mol
Frontier orbital gap   10.55 eV

Record 5
A single C5H10O molecule, computed with the ωB97M-V functional and the def2-TZVPD basis.

```
! RIJCOSX wB97M-V def2-TZVPD def2/J DEFGRID3
* xyz 0 1
C 0.09805 0.85154 1.95094
C -0.71746 -0.25224 1.27272
C -0.97324 -0.22511 -0.21863
C -0.08056 -0.19249 -1.20759
C 1.38143 0.14218 -1.12960
O -0.51923 -0.44904 -2.49103
H 0.07156 0.69603 3.03533
H 1.15230 0.83812 1.66025
H -0.30101 1.84775 1.73836
H -0.23701 -1.21474 1.49936
H -1.99532 -0.43095 -0.53284
H -1.69469 -0.29670 1.76510
H 1.61977 0.84572 -1.93605
H 2.01758 -0.74303 -1.25734
H 1.64616 0.61699 -0.18661
H 0.20598 -0.88537 -2.95575
*
```

## Properties
HOMO level   -8.44 eV
Energy relative to the best compared isomer or geometry (same formula, charge and spin)   87.2 kJ/mol
Frontier orbital gap   9.40 eV

Record 6
A molecular structure, C5H10O, computed with the ωB97M-V functional and the def2-TZVPD basis.

```
! RIJCOSX wB97M-V def2-TZVPD def2/J DEFGRID3
* xyz 0 1
C -1.24997 0.40509 -0.82111
C -0.52831 -0.26710 0.30277
C -0.48965 -1.76786 0.21965
O 0.77031 -1.47774 -0.38294
C 1.00024 -0.17263 0.41370
C 1.56328 1.00368 -0.10938
H -1.06982 1.48300 -0.83209
H -2.32348 0.20767 -0.72671
H -0.91413 -0.01213 -1.78217
H -0.50066 1.23545 1.34780
H -1.16672 -2.25403 -0.48706
H -0.40718 -2.31806 1.16417
H 1.37112 -0.46194 1.40045
H 1.28814 1.34554 -1.10296
H 2.47150 1.41113 0.32003
H 0.18533 1.63992 1.07584
*
```

## Properties
HOMO level (alpha / beta)   -7.94 / -7.59 eV
Energy relative to the best compared isomer or geometry (same formula, charge and spin)   646.0 kJ/mol
Frontier orbital gap (alpha / beta)   7.89 / 7.21 eV

Record 7
2 unconnected molecules or ions with the total composition C5H10O, computed with the ωB97M-V functional and the def2-TZVPD basis.

```
! RIJCOSX wB97M-V def2-TZVPD def2/J DEFGRID3
* xyz 0 1
C -0.86936 0.24556 -1.78816
C -0.87154 -0.81107 1.31301
C 0.50615 -0.22210 1.35596
C 1.59067 -0.45780 0.30071
C -0.81723 0.47811 1.22853
O -0.74988 1.42639 -1.01849
H -0.08830 0.20490 -2.55423
H -1.85347 0.29806 -2.25376
H -0.83296 -0.69048 -1.20562
H -1.49313 -1.65885 1.54170
H 0.97128 -0.11981 2.34023
H 2.35936 0.32621 0.32445
H 2.10032 -1.40001 0.53794
H 1.23595 -0.55493 -0.72956
H -1.34201 1.41357 1.29758
H 0.15414 1.52222 -0.69028
*
```

## Properties
HOMO level   -9.06 eV
Energy relative to the best compared isomer or geometry (same formula, charge and spin)   354.9 kJ/mol
Frontier orbital gap   10.13 eV

Record 8
A single C5H10O molecule in a non-equilibrium geometry, computed with the ωB97M-V functional and the def2-TZVPD basis.

```
! RIJCOSX wB97M-V def2-TZVPD def2/J DEFGRID3
* xyz 0 1
C -2.33762 -0.62157 -0.94584
C -0.81923 -0.69749 -1.10661
C -0.13725 -0.41349 0.18216
O 1.07759 -0.87577 0.40945
C 1.92762 -0.14330 1.10060
C 1.81739 1.32997 1.05926
H -2.71097 -1.45893 -0.34710
H -2.83734 -0.62657 -1.91990
H -2.61738 0.30690 -0.43050
H -0.50105 -1.67278 -1.49622
H -0.51040 0.04453 -1.86593
H -0.49766 0.33623 0.87610
H 2.77780 -0.69563 1.46871
H 1.36016 1.58591 0.08252
H 2.81582 1.77536 1.11926
H 1.19253 1.82663 1.81404
*
```

## Properties
HOMO level (alpha / beta)   -6.94 / -6.89 eV
Energy relative to the best compared isomer or geometry (same formula, charge and spin)   347.8 kJ/mol
Frontier orbital gap (alpha / beta)   7.96 / 7.87 eV

Record 9
A molecular structure, C5H10O, computed with the ωB97M-V functional and the def2-TZVPD basis.

```
! RIJCOSX wB97M-V def2-TZVPD def2/J DEFGRID3
* xyz 0 1
C -1.51166 0.52192 -0.44059
C -0.62044 -0.15941 0.58872
C -0.37698 -1.63495 0.24988
O 0.89665 -1.31858 -0.32951
C 0.90974 -0.07016 0.38855
C 1.56986 1.07036 -0.35057
H -1.34947 1.60269 -0.50884
H -2.56023 0.36027 -0.16867
H -1.35450 0.09381 -1.43703
H -0.95469 0.05920 1.60510
H -1.05604 -2.09955 -0.47368
H -0.26908 -2.28398 1.13001
H 1.42131 -0.22479 1.35286
H 2.46017 0.71060 -0.87423
H 1.88719 1.84273 0.35593
H 0.90816 1.52984 -1.08793
*
```

## Properties
HOMO level   -9.56 eV
Energy relative to the best compared isomer or geometry (same formula, charge and spin)   110.6 kJ/mol
Frontier orbital gap   10.69 eV

Record 10
A single C5H10O molecule, computed with the ωB97M-V functional and the def2-TZVPD basis.

```
! RIJCOSX wB97M-V def2-TZVPD def2/J DEFGRID3
* xyz 0 1
C 0.51145 -1.04935 2.07280
C 0.71552 -0.13251 0.87010
C -0.29449 -0.39386 -0.25015
C -0.03101 0.42993 -1.51715
C -1.07824 1.47908 -1.81487
O -2.05394 1.69985 -1.13819
H 1.23802 -0.83897 2.86429
H -0.49306 -0.92920 2.49489
H 0.62957 -2.10158 1.78858
H 0.64311 0.91711 1.18580
H 1.73272 -0.26571 0.47608
H -0.28570 -1.46260 -0.49674
H -1.30539 -0.16049 0.10545
H 0.03361 -0.19570 -2.41976
H 0.93939 0.94985 -1.46976
H -0.90155 2.05415 -2.75136
*
```

## Properties
HOMO level   -9.89 eV
Energy relative to the best compared isomer or geometry (same formula, charge and spin)   39.9 kJ/mol
Frontier orbital gap   10.99 eV

Record 11
A single C5H10O molecule, computed with the ωB97M-V functional and the def2-TZVPD basis.

```
! RIJCOSX wB97M-V def2-TZVPD def2/J DEFGRID3
* xyz 0 1
C -0.34749 -1.65453 -0.74513
C 0.67486 -0.52119 -0.90241
C 0.38265 0.55632 0.11933
C -0.92591 1.30119 -0.04327
C 0.79547 0.54555 1.52170
O 1.35283 1.48596 0.58324
H -1.36947 -1.29263 -0.90334
H -0.30383 -2.08457 0.26283
H -0.16894 -2.45977 -1.46315
H 0.59381 -0.08819 -1.90881
H 1.69200 -0.91615 -0.80174
H -0.99860 1.71762 -1.05054
H -1.79072 0.66929 0.17332
H -0.91730 2.13590 0.66638
H 1.57644 -0.02041 2.00961
H -0.03166 0.81084 2.18895
*
```

## Properties
HOMO level   -9.95 eV
Energy relative to the best compared isomer or geometry (same formula, charge and spin)   139.1 kJ/mol
Frontier orbital gap   10.96 eV

Record 12
A single C5H10O molecule in a non-equilibrium geometry, computed with the ωB97M-V functional and the def2-TZVPD basis.

```
! RIJCOSX wB97M-V def2-TZVPD def2/J DEFGRID3
* xyz 0 1
C 2.38222 0.11918 0.04261
C 0.98968 -0.55429 -0.10146
C -0.25121 0.20894 0.37732
C -1.40667 -0.59907 -0.04255
C -2.57343 -0.01612 0.06080
H 3.00902 -0.45868 -0.54842
H 2.62175 0.18517 1.10992
H 2.55651 1.07416 -0.42234
H 0.96929 -1.45541 0.57293
H 0.93496 -0.82042 -1.09709
H -0.27145 0.29027 1.50891
H -0.82695 1.65252 -0.88173
H -1.37361 -1.61431 -0.50189
H -3.03058 0.97067 0.34695
H -3.44225 -0.50817 -0.32422
O -0.28727 1.52556 -0.09975
*
```

## Properties
HOMO level   -9.69 eV
Energy relative to the best compared isomer or geometry (same formula, charge and spin)   194.2 kJ/mol
Frontier orbital gap   10.75 eV